[1]
The following is a quantum chemistry calculation of a structure of composition FH2O3PS in a non-equilibrium geometry, from the OMol25 dataset.

Properties
- highest occupied orbital energy (Eh) = -0.4152
- E_LUMO (Eh) = -0.0064
- relative energy (zero: lowest compared OMol25 entry of this formula, charge and spin) (kJ/mol) = 117.27
- orbital gap (eV) = 11.12
- net charge = 0

Each line ends with the natural charge from an NBO analysis.
Positions of all 8 atoms, in Å:
O1 -2.291 -0.713 0.372  -0.87
O2 0.173 -0.626 0.301  -0.94
O3 -1.048 1.321 -0.209  -0.94
F1 -1.140 -0.414 -1.747  -0.49
P1 1.382 0.548 0.831  0.69
S1 -1.176 -0.066 -0.181  2.62
H1 2.129 -0.649 1.084  -0.04
H2 1.971 0.598 -0.451  -0.04

***

[2]
The following is a quantum chemistry calculation of a structure of composition FH2ORh in a non-equilibrium geometry, from the OMol25 dataset.

Properties
- highest occupied orbital energy (alpha / beta) (Eh) = -0.9453 / -0.9799
- E_LUMO (alpha / beta) (Eh) = -0.4129 / -0.6239
- relative energy (zero: lowest compared OMol25 entry of this formula, charge and spin) (kJ/mol) = 0.00
- orbital gap (alpha / beta) (eV) = 14.49 / 9.69
- spin multiplicity = 5
- net charge = +2

Each line ends with the natural charge from an NBO analysis.
Positions of all 5 atoms, in Å:
H1 -0.797 0.942 -0.990  0.60
F1 -0.079 -2.267 1.502  -0.23
Rh1 0.265 -0.868 0.521  1.97
O1 0.015 0.711 -0.515  -0.94
H2 0.596 1.482 -0.518  0.59

***

[3]
The following is a quantum chemistry calculation of a cluster of 2 separate species, FH2PS in total, from the OMol25 dataset.

Properties
- highest occupied orbital energy (alpha / beta) (Eh) = -0.3643 / -0.3331
- E_LUMO (alpha / beta) (Eh) = -0.0513 / -0.0850
- relative energy (zero: lowest compared OMol25 entry of this formula, charge and spin) (kJ/mol) = 265.04
- orbital gap (alpha / beta) (eV) = 8.52 / 6.75
- net charge = 0

Each line ends with the natural charge from an NBO analysis.
Positions of all 5 atoms, in Å:
F1 -1.452 -0.076 -1.231  -0.58
P1 -0.745 0.912 -0.152  0.76
S1 1.537 -1.603 0.600  -0.17
H1 -0.505 2.022 -1.063  -0.11
H2 1.165 -1.255 1.846  0.10

***

[4]
The following is a quantum chemistry calculation of a cluster of 2 separate species, FH2PS in total in a non-equilibrium geometry, from the OMol25 dataset.

Properties
- highest occupied orbital energy (alpha / beta) (Eh) = -0.3359 / -0.3359
- E_LUMO (alpha / beta) (Eh) = -0.0923 / -0.0923
- relative energy (zero: lowest compared OMol25 entry of this formula, charge and spin) (kJ/mol) = 388.89
- orbital gap (alpha / beta) (eV) = 6.63 / 6.63
- net charge = 0

Each line ends with the natural charge from an NBO analysis.
Positions of all 5 atoms, in Å:
F1 1.320 -1.271 -0.719  -0.50
P1 -0.874 1.219 0.542  0.24
S1 -0.175 -1.091 -1.388  0.28
H1 0.499 1.250 0.391  -0.03
H2 -0.770 -0.107 1.173  0.00

***

[5]
The following is a quantum chemistry calculation of a cluster of 2 separate species, FH2PS3 in total in a non-equilibrium geometry, from the OMol25 dataset.

Properties
- highest occupied orbital energy (alpha / beta) (Eh) = -0.2853 / -0.3200
- E_LUMO (alpha / beta) (Eh) = 0.0154 / -0.1346
- relative energy (zero: lowest compared OMol25 entry of this formula, charge and spin) (kJ/mol) = 0.00
- orbital gap (alpha / beta) (eV) = 8.18 / 5.05
- spin multiplicity = 3
- net charge = 0

Each line ends with the natural charge from an NBO analysis.
Positions of all 7 atoms, in Å:
F1 -1.905 1.617 -1.079  -0.58
P1 -2.995 0.726 -0.124  0.65
S1 0.992 0.257 0.427  -0.15
S2 2.601 -0.901 0.767  -0.13
S3 -2.299 -1.094 -0.291  -0.08
H1 2.010 -2.022 0.217  0.14
H2 1.595 1.417 0.084  0.14

***

[6]
The following is a quantum chemistry calculation of an isolated molecule of FH3N2OS in a non-equilibrium geometry, from the OMol25 dataset.

Properties
- highest occupied orbital energy (Eh) = -0.3946
- E_LUMO (Eh) = 0.0172
- relative energy (zero: lowest compared OMol25 entry of this formula, charge and spin) (kJ/mol) = 0.00
- orbital gap (eV) = 11.21
- net charge = 0

Each line ends with the natural charge from an NBO analysis.
Positions of all 8 atoms, in Å:
N1 0.016 1.208 1.008  -1.11
S1 0.492 0.124 0.039  2.32
N2 -0.885 -0.544 -0.562  -1.05
O1 1.530 0.478 -0.936  -0.87
F1 1.067 -1.228 0.814  -0.49
H1 0.269 2.025 0.511  0.39
H2 -0.895 -1.487 -1.002  0.41
H3 -1.594 -0.576 0.128  0.41

***

[7]
The following is a quantum chemistry calculation of a cluster of 2 separate species, FH3N2OS in total in a non-equilibrium geometry, from the OMol25 dataset.

Properties
- highest occupied orbital energy (alpha / beta) (Eh) = -0.3648 / -0.3602
- E_LUMO (alpha / beta) (Eh) = -0.0423 / -0.0864
- relative energy (zero: lowest compared OMol25 entry of this formula, charge and spin) (kJ/mol) = 405.49
- orbital gap (alpha / beta) (eV) = 8.77 / 7.45
- net charge = 0

Each line ends with the natural charge from an NBO analysis.
Positions of all 8 atoms, in Å:
N1 1.993 0.246 -0.046  -1.07
N2 -1.646 0.513 -0.353  0.33
O1 -1.761 -0.647 0.173  -0.40
F1 -2.595 1.375 0.211  -0.22
S1 -0.948 -1.940 -0.182  0.30
H1 1.729 -0.765 -0.069  0.35
H2 1.859 0.459 0.915  0.35
H3 1.368 0.758 -0.650  0.36

***

[8]
The following is a quantum chemistry calculation of an isolated molecule of FH3OP2 in a non-equilibrium geometry, from the OMol25 dataset.

Properties
- highest occupied orbital energy (Eh) = -0.3240
- E_LUMO (Eh) = -0.0049
- relative energy (zero: lowest compared OMol25 entry of this formula, charge and spin) (kJ/mol) = 93.09
- orbital gap (eV) = 8.68
- net charge = 0

Each line ends with the natural charge from an NBO analysis.
Positions of all 7 atoms, in Å:
O1 0.353 -0.020 -1.678  -1.00
P1 0.866 0.269 -0.118  0.57
P2 -1.017 -0.409 0.717  0.65
F1 -0.514 -0.082 2.271  -0.60
H1 0.849 0.349 -2.372  0.50
H2 0.384 1.707 0.055  -0.06
H3 -0.921 -1.815 1.125  -0.06

***

[9]
The following is a quantum chemistry calculation of a cluster of 2 separate species, FH3OSi in total in a non-equilibrium geometry, from the OMol25 dataset.

Properties
- highest occupied orbital energy (Eh) = -0.4312
- E_LUMO (Eh) = -0.0445
- relative energy (zero: lowest compared OMol25 entry of this formula, charge and spin) (kJ/mol) = 318.47
- orbital gap (eV) = 10.52
- net charge = 0

Each line ends with the natural charge from an NBO analysis.
Positions of all 6 atoms, in Å:
O1 0.377 -0.154 0.065  -1.17
Si1 -1.148 0.036 0.122  1.70
H1 -2.031 0.364 -1.027  -0.23
H2 -1.977 -0.101 1.181  -0.25
F1 2.880 -0.008 -0.086  -0.62
H3 1.898 -0.138 -0.256  0.58

***

[10]
The following is a quantum chemistry calculation of a cluster of 2 separate species, FH3P2S in total in a non-equilibrium geometry, from the OMol25 dataset.

Properties
- highest occupied orbital energy (alpha / beta) (Eh) = -0.3481 / -0.3247
- E_LUMO (alpha / beta) (Eh) = -0.0771 / -0.0530
- relative energy (zero: lowest compared OMol25 entry of this formula, charge and spin) (kJ/mol) = 256.81
- orbital gap (alpha / beta) (eV) = 7.37 / 7.40
- net charge = 0

Each line ends with the natural charge from an NBO analysis.
Positions of all 7 atoms, in Å:
F1 -1.459 -0.278 1.212  -0.60
P1 0.350 -1.210 -1.065  0.11
P2 -0.419 0.525 0.266  0.94
S1 -1.367 1.912 -0.649  -0.43
H1 1.392 -1.348 -0.124  0.00
H2 1.087 -0.535 -2.010  0.00
H3 0.416 0.934 2.370  -0.03

***

[11]
The following is a quantum chemistry calculation of an isolated molecule of FH4N2PS in a non-equilibrium geometry, from the OMol25 dataset.

Properties
- highest occupied orbital energy (Eh) = -0.3515
- E_LUMO (Eh) = 0.0252
- relative energy (zero: lowest compared OMol25 entry of this formula, charge and spin) (kJ/mol) = 47.80
- orbital gap (eV) = 10.25
- net charge = 0

Each line ends with the natural charge from an NBO analysis.
Positions of all 9 atoms, in Å:
N1 0.949 0.332 -1.149  -1.09
P1 -0.637 -0.105 0.002  1.77
N2 0.019 -0.087 1.515  -1.18
F1 -0.614 -1.708 -0.233  -0.57
S1 -2.326 0.778 -0.261  -0.51
H1 1.158 -0.536 -1.628  0.37
H2 0.623 0.993 -1.847  0.38
H3 0.972 -0.417 1.549  0.41
H4 -0.145 0.750 2.052  0.42

***

[12]
The following is a quantum chemistry calculation of an isolated molecule of FH5N3P in a non-equilibrium geometry, from the OMol25 dataset.

Properties
- highest occupied orbital energy (Eh) = -0.3629
- E_LUMO (Eh) = 0.0203
- relative energy (zero: lowest compared OMol25 entry of this formula, charge and spin) (kJ/mol) = 89.89
- orbital gap (eV) = 10.43
- net charge = 0

Each line ends with the natural charge from an NBO analysis.
Positions of all 10 atoms, in Å:
N1 -0.028 -1.328 1.271  -1.28
P1 -0.289 -0.197 0.255  2.16
N2 -0.331 -0.720 -1.314  -1.19
N3 0.917 1.597 0.454  -1.05
F1 -1.695 0.611 0.303  -0.57
H1 0.127 -1.023 2.215  0.39
H2 0.161 -1.599 -1.387  0.41
H3 -1.271 -0.779 -1.682  0.42
H4 0.569 2.174 -0.307  0.35
H5 1.840 1.264 0.193  0.35